Record 1
Density functional theory data (ωB97M-V/def2-TZVPD) for a 16-piece molecular cluster, H32O16 overall.

For the energy above the lowest of the compared OMol25 structures with the same formula, charge and spin, the calculation gives 138.0 kcal/mol. The charge is 0. Its HOMO-LUMO gap is 7.48 eV. For the HOMO energy, the calculation gives -8.85 eV. As for the lowest unoccupied orbital energy: -1.37 eV. Its total energy is -1222.97891 hartree.

Each line ends with the natural charge from an NBO analysis.
CARTESIAN COORDINATES (ANGSTROEM)
O (-0.118, -1.074, 2.705)  -1.0037
H (0.688, -0.776, 3.144)  0.4980
H (-0.923, -0.644, 3.024)  0.4993
O (-2.301, -1.523, 0.562)  -0.9605
H (-2.521, -0.611, 0.689)  0.4819
H (-3.149, -1.935, 0.680)  0.4753
O (-0.850, -3.832, 1.726)  -0.9553
H (-0.402, -3.079, 1.430)  0.4841
H (-1.656, -3.428, 2.079)  0.4677
O (1.763, 2.725, -1.547)  -0.9505
H (1.978, 3.409, -2.176)  0.4843
H (0.911, 2.922, -1.270)  0.4944
O (2.796, -0.463, 1.441)  -0.9384
H (2.796, -1.406, 1.558)  0.4695
H (1.886, -0.512, 1.074)  0.4718
O (-2.318, 0.367, 2.717)  -0.9347
H (-1.837, 0.933, 2.105)  0.4763
H (-3.097, 0.903, 2.823)  0.4760
O (1.406, 2.501, 1.505)  -0.9662
H (0.666, 3.057, 1.743)  0.4454
H (1.124, 1.795, 0.866)  0.4875
O (0.582, 1.347, -3.589)  -0.9808
H (-0.197, 0.924, -3.272)  0.4770
H (1.006, 1.795, -2.874)  0.4673
O (2.457, -0.391, -1.644)  -0.9429
H (1.756, -0.461, -0.996)  0.4618
H (2.342, 0.498, -1.866)  0.4682
O (-2.983, 1.392, 0.210)  -0.9529
H (-3.434, 2.055, 0.708)  0.4801
H (-3.478, 1.470, -0.594)  0.4906
O (0.521, 0.387, 0.196)  -0.9807
H (0.088, -0.306, 0.669)  0.5122
H (-0.126, 0.760, -0.389)  0.5038
O (-0.889, -3.509, -1.272)  -0.9777
H (-1.005, -2.650, -0.842)  0.4876
H (-0.521, -4.126, -0.644)  0.4869
O (-0.925, 2.635, -1.167)  -0.9785
H (-1.445, 2.741, -1.911)  0.4865
H (-1.456, 2.460, -0.362)  0.4944
O (3.888, 1.734, -0.005)  -1.0025
H (3.248, 2.388, -0.421)  0.4851
H (3.457, 0.948, 0.370)  0.4947
O (-1.098, -0.483, -2.375)  -0.9678
H (-0.776, -1.325, -2.738)  0.5096
H (-1.948, -0.605, -2.054)  0.4700
O (1.228, -2.674, 0.179)  -0.9771
H (1.498, -3.495, 0.578)  0.4800
H (1.369, -2.834, -0.769)  0.5029

---

Record 2
Density functional theory data (ωB97M-V/def2-TZVPD) for H32O28S3Zn2 as an isolated structure.

For the energy above the lowest of the compared OMol25 structures with the same formula, charge and spin, the calculation gives 17.0 kcal/mol. The charge is -2. Its HOMO-LUMO gap is 2.53 eV. For the HOMO energy, the calculation gives -0.35 eV. As for the lowest unoccupied orbital energy: 2.18 eV. Its total energy is -6879.27498 hartree.

Each line ends with the natural charge from an NBO analysis.
CARTESIAN COORDINATES (ANGSTROEM)
Zn (-2.595, 16.984, -15.981)  1.7603
Zn (0.151, 13.034, -16.785)  1.7551
S (-2.512, 13.837, -14.884)  2.6930
O (-3.784, 13.326, -15.337)  -1.0194
O (-1.393, 13.233, -15.576)  -1.1756
O (-2.481, 15.279, -15.153)  -1.2285
O (-2.550, 13.572, -13.466)  -1.0775
S (-0.601, 15.903, -18.308)  2.6787
O (-1.108, 15.502, -19.611)  -0.9723
O (-0.034, 14.812, -17.503)  -1.2156
O (0.387, 16.964, -18.416)  -1.1176
O (-1.730, 16.469, -17.597)  -1.2057
S (-2.388, 12.126, -18.598)  2.6151
O (-2.496, 11.004, -19.502)  -1.0845
O (-3.257, 11.885, -17.453)  -1.0722
O (-1.001, 12.170, -18.122)  -1.2329
O (-2.848, 13.406, -19.223)  -1.0715
O (1.697, 16.509, -16.060)  -0.9824
H (1.449, 16.423, -16.981)  0.5144
H (2.367, 15.838, -15.928)  0.4459
O (-1.957, 21.375, -15.088)  -0.9536
H (-2.577, 21.847, -14.532)  0.4551
H (-2.506, 20.811, -15.633)  0.4960
O (-5.706, 18.237, -18.667)  -0.9198
H (-6.611, 18.024, -18.440)  0.4713
H (-5.704, 19.188, -18.775)  0.4763
O (-4.700, 15.756, -10.871)  -1.0262
H (-5.293, 15.607, -11.607)  0.4840
H (-3.847, 15.909, -11.278)  0.4953
O (-3.613, 17.844, -14.285)  -1.0001
H (-3.627, 18.198, -13.395)  0.4902
H (-4.525, 17.888, -14.574)  0.5116
O (-0.368, 19.793, -13.121)  -0.9526
H (-0.636, 20.605, -13.552)  0.4868
H (-0.805, 19.818, -12.270)  0.4708
O (-0.803, 19.404, -18.828)  -0.9928
H (-0.059, 19.962, -18.602)  0.4598
H (-0.509, 18.517, -18.619)  0.5242
O (-0.893, 17.793, -15.203)  -1.0129
H (-0.229, 17.118, -15.059)  0.5246
H (-0.602, 18.533, -14.669)  0.5073
O (-2.573, 15.977, -12.374)  -1.0071
H (-2.558, 16.635, -13.069)  0.4708
H (-2.460, 15.143, -12.830)  0.5170
O (-5.871, 15.217, -13.372)  -0.9811
H (-5.402, 14.437, -13.669)  0.5238
H (-6.269, 15.574, -14.166)  0.4637
O (-2.883, 18.804, -16.923)  -1.0138
H (-3.446, 19.566, -16.786)  0.4792
H (-2.175, 19.127, -17.481)  0.5224
O (-3.825, 16.287, -20.132)  -0.9076
H (-3.476, 16.745, -19.368)  0.4803
H (-4.586, 16.805, -20.395)  0.4297
O (-4.498, 16.575, -17.027)  -1.0488
H (-4.797, 15.703, -17.282)  0.5322
H (-4.904, 17.164, -17.663)  0.4793
O (-6.146, 18.046, -15.119)  -0.9541
H (-6.333, 17.571, -15.929)  0.4987
H (-6.966, 18.015, -14.628)  0.4766
O (-4.988, 13.992, -17.789)  -0.9587
H (-4.239, 13.946, -18.384)  0.5277
H (-5.748, 13.821, -18.346)  0.4389
O (-4.439, 20.904, -16.521)  -0.9445
H (-4.630, 21.489, -17.255)  0.4852
H (-4.987, 21.229, -15.807)  0.4883

---

Record 3
Density functional theory data (ωB97M-V/def2-TZVPD) for a 16-piece molecular cluster, H33O16 overall.

For the energy above the lowest of the compared OMol25 structures with the same formula, charge and spin, the calculation gives 83.7 kcal/mol. The charge is +2. Its HOMO-LUMO gap (spin up / spin down) is 8.07 / 1.69 eV. For the HOMO energy (spin up / spin down), the calculation gives -14.87 / -14.87 eV. As for the lowest unoccupied orbital energy (spin up / spin down): -6.80 / -13.18 eV. As for the spin multiplicity: 2. Its total energy is -1222.75237 hartree.

Each line ends with the Löwdin spin population.
CARTESIAN COORDINATES (ANGSTROEM)
O (4.042, 1.416, 1.066)  0.0000
H (4.678, 1.442, 1.742)  0.0000
H (4.420, 1.385, 0.260)  0.0000
O (-3.177, 1.513, -3.367)  0.0000
H (-0.054, 1.203, 4.878)  0.0000
H (-3.547, 0.645, -3.692)  0.0000
O (0.120, 1.367, 4.021)  0.0000
H (0.625, 2.186, 4.012)  0.0000
H (0.509, -4.404, -2.883)  0.0000
O (3.734, 2.033, -2.918)  0.0000
H (3.093, 2.034, -3.621)  0.0000
H (-0.418, -3.976, 2.011)  0.0007
O (1.884, 3.859, 3.729)  0.0000
H (-0.447, -0.214, 1.083)  0.0000
H (2.710, 3.302, 4.021)  0.0000
O (-5.119, -0.077, 2.105)  -0.0001
H (-5.735, 0.655, 2.116)  0.0000
H (-0.088, -1.181, -1.524)  0.0000
O (1.719, 4.567, 0.118)  0.0000
H (1.545, 3.853, -0.501)  0.0000
H (2.336, 5.025, -0.289)  0.0000
O (2.339, -0.670, -4.428)  0.0000
H (4.711, 1.654, -3.253)  0.0000
H (1.935, -1.461, -4.871)  0.0000
O (0.626, -3.345, -2.826)  0.0000
H (2.034, 4.859, 3.346)  0.0000
O (-0.425, -0.733, -2.302)  0.0000
H (-1.268, 1.176, -0.556)  0.0000
H (0.516, -0.736, -2.690)  0.0000
O (-1.242, 0.209, 0.557)  -0.0001
H (-1.437, -0.438, -0.086)  0.0000
H (-2.222, 1.814, -1.857)  0.0000
O (0.968, -1.775, 0.186)  -0.0002
H (-4.461, 0.125, 2.783)  0.0000
H (-1.087, 0.784, -2.236)  0.0000
O (-0.071, -4.903, 2.321)  0.8614
H (-0.929, -4.898, 3.006)  -0.0060
H (1.659, -1.307, -0.289)  0.0000
O (-1.239, 1.569, -1.558)  0.0000
H (1.245, -2.602, 0.586)  -0.0003
H (-0.095, -3.097, -3.571)  0.0000
O (-2.852, -1.899, 0.869)  0.0272
H (-3.371, -2.647, 1.180)  -0.0008
H (-3.357, -1.046, 1.028)  -0.0001
O (-1.771, -3.222, 3.260)  0.1233
H (-2.050, -3.177, 4.280)  -0.0016
H (-3.027, 2.326, -3.909)  0.0000
H (3.330, -0.866, -4.324)  0.0000
H (-1.291, -2.327, 2.988)  -0.0032

---

| no. | largest force on an atom (eV Å⁻¹) |
| --- | --- |
| 1 | 3.7 |
| 2 | 6.1 |
| 3 | 6.7 |